ORCA calculation (wB97M-V/def2-TZVPD) on a structure of composition C16H36F4InO12S3 in a non-equilibrium geometry.

Positions of all 72 atoms, in Å:
O  6.7256  3.3076  0.6498
C  6.3837  2.7735  -0.4126
O  7.2367  2.7499  -1.5541
C  4.9812  2.0297  -0.5367
C  4.1571  2.0803  0.8543
In  2.7581  3.8935  0.9602
C  3.7341  5.8158  0.2940
C  3.9551  5.7916  -1.2882
F  5.1533  6.4893  -1.6951
C  0.9529  3.2968  -0.3380
O  0.5674  1.9620  0.1193
C  -0.1874  1.2706  -0.8262
F  -1.5231  1.7460  -0.9050
F  -0.3074  -0.0640  -0.3385
F  0.3988  1.1603  -2.0922
H  6.9105  3.4550  -2.1623
H  5.1901  0.9168  -0.7308
H  4.3751  2.4580  -1.4126
H  4.8173  1.9790  1.7713
H  3.4386  1.1801  0.8014
H  2.2215  4.0396  2.6851
H  3.1031  6.7290  0.5513
H  4.7389  5.9186  0.8352
H  4.1019  4.6897  -1.5797
H  3.0025  6.1830  -1.7712
H  0.1269  4.0592  -0.1750
H  1.3285  3.3432  -1.4086
O  -6.3451  1.4277  2.5551
S  -6.1477  0.0812  2.0891
O  -5.9465  -1.0153  3.0005
O  -4.9672  0.0702  0.9910
C  -3.6982  0.6328  1.3443
C  -2.8998  -0.3009  2.2343
C  -7.4709  -0.3425  0.9919
H  -3.8271  1.6126  1.8134
H  -3.1523  0.7911  0.4133
H  -3.3725  -0.4125  3.2130
H  -1.8904  0.0852  2.3890
H  -2.8355  -1.2971  1.7901
H  -7.6012  0.4619  0.2698
H  -8.3750  -0.4612  1.5884
H  -7.2285  -1.2796  0.4923
O  -2.4951  -5.9848  4.8100
S  -3.6138  -6.0562  3.9090
O  -3.5909  -5.4203  2.6196
O  -4.9505  -5.6008  4.6916
C  -4.9579  -4.3293  5.3477
C  -5.1292  -3.1881  4.3624
C  -4.0590  -7.7551  3.6848
H  -4.0527  -4.2007  5.9488
H  -5.8045  -4.3364  6.0382
H  -4.2570  -3.0951  3.7123
H  -5.2595  -2.2421  4.8882
H  -5.9945  -3.3592  3.7199
H  -4.1233  -8.2345  4.6604
H  -3.2819  -8.2279  3.0851
H  -5.0136  -7.8036  3.1627
O  4.2899  0.5310  -3.7207
S  4.5797  -0.1081  -4.9740
O  4.7007  0.6397  -6.1976
O  3.5315  -1.3163  -5.2029
C  2.1342  -1.0255  -5.1341
C  1.6416  -0.3370  -6.3935
C  6.0298  -1.1053  -4.7848
H  1.9071  -0.4315  -4.2439
H  1.6182  -1.9817  -5.0232
H  2.0708  0.6624  -6.4893
H  0.5543  -0.2373  -6.3770
H  1.9339  -0.9017  -7.2821
H  5.9272  -1.7091  -3.8844
H  6.8853  -0.4369  -4.6926
H  6.1423  -1.7353  -5.6662

Values from the calculation:
Total energy in Eh: -3318.1840
HOMO in eV: -4.82
Multiplicity: 1
Relative energy (zero: lowest compared OMol25 entry of this formula, charge and spin) in kcal/mol: 48.3
Gap between HOMO and LUMO in hartree: 0.2432
Net charge: -1

Atomic partial charges in e from the Löwdin method, atoms 1 to 5: number 1, O, carries 0.07; number 2, C, carries -0.43; number 3, O, carries 0.00; number 4, C, carries -0.21; number 5, C, carries -0.29